15
Properties=species:S:1:pos:R:3:lowdin_charge:R:1 method="wB97M-V/def2-TZVPD" homo_ha="-0.466 / -0.484" lumo_energy_ev="-5.50 / -4.28" e_above_lowest_kcal_mol=167.8 charge=+1 total_energy_ha=-287.68878 homo_lumo_gap_ev="7.18 / 8.91"
C -1.97115 -0.92717 0.14270 0.05
C -1.93454 0.45634 0.09154 0.04
C 0.71044 -1.28386 -0.05177 -0.14
C 0.75493 1.09736 -0.05279 -0.05
C 1.65383 -0.11648 -0.09898 0.03
C -0.65248 -1.03472 -0.35484 -0.09
N -0.58931 0.50994 -0.44738 -0.03
H -2.80504 -1.77918 0.28731 0.19
H -2.49392 1.33314 0.26561 0.12
H 1.15860 -2.22876 -0.36092 0.14
H 0.65474 -1.24620 1.15878 0.22
H 0.59674 1.55546 0.96038 0.16
H 1.13748 1.75908 -0.76822 0.12
H 2.64582 -0.12699 -0.29674 0.08
H -0.60254 0.72859 -1.41252 0.17

---

110
Properties=species:S:1:pos:R:3:lowdin_charge:R:1 method="wB97M-V/def2-TZVPD" homo_ha=-0.092 lumo_energy_ev=3.58 e_above_lowest_kcal_mol=14.5 charge=-2 total_energy_ha=-4537.63730 homo_lumo_gap_ev=6.09
Cs -0.38931 0.41561 -0.34323 1.13
N 0.50574 -4.83167 3.14535 0.02
C 0.85565 -3.67474 2.44706 -0.98
S 0.78915 -2.18292 3.29736 0.48
N 1.27087 -3.89960 1.24143 -0.04
N 1.44535 -2.82928 0.39913 0.08
C 2.49731 -2.89537 -0.34119 -0.21
C 3.57416 -3.90383 -0.12910 -0.18
C 4.13328 -4.06927 1.13635 -0.02
C 5.13476 -5.00317 1.34182 -0.09
C 5.59110 -5.78601 0.28796 -0.12
C 5.03793 -5.62849 -0.97378 -0.10
C 4.03810 -4.68783 -1.17916 -0.04
C 2.64859 -1.94026 -1.47351 -0.24
C 3.91356 -1.49308 -1.84929 -0.02
C 4.03845 -0.65721 -2.94284 -0.06
C 2.89984 -0.30390 -3.64854 -0.06
C 1.67914 -0.78206 -3.19594 -0.14
N 1.54681 -1.57498 -2.13328 0.10
H -0.06948 -4.61821 3.94696 0.04
H 0.12758 -5.54843 2.53628 0.05
H 3.75671 -3.47320 1.95735 0.11
H 5.55704 -5.12520 2.33120 0.10
H 6.37121 -6.51928 0.45192 0.09
H 5.38584 -6.23681 -1.80024 0.09
H 3.61011 -4.55530 -2.16545 0.12
H 4.78166 -1.79867 -1.27766 0.12
H 5.00956 -0.27393 -3.23110 0.11
H 2.94426 0.35026 -4.50760 0.10
H 0.75610 -0.50832 -3.69029 0.10
N -4.82711 -0.96865 0.86854 -0.12
P -3.48303 -1.13575 -0.25234 1.01
C -2.88028 -2.83565 0.09307 -0.36
C -1.84639 -3.29475 -0.72192 -0.10
C -1.34750 -4.57630 -0.56807 -0.09
C -1.87839 -5.41158 0.40483 -0.11
C -2.89105 -4.95201 1.23550 -0.10
C -3.38662 -3.66340 1.08535 -0.10
C -4.45183 -1.51902 -1.77153 -0.36
C -4.11591 -0.79019 -2.90899 -0.08
C -4.78664 -1.01527 -4.10609 -0.08
C -5.80309 -1.95451 -4.16725 -0.11
C -6.14581 -2.68287 -3.03205 -0.11
C -5.46879 -2.47025 -1.84389 -0.10
C -4.42461 -0.44790 2.09395 -0.42
C -5.27328 0.16223 3.01872 -0.03
C -4.70798 0.61993 4.19265 -0.09
C -3.34621 0.46026 4.42533 -0.08
C -2.58931 -0.16217 3.44625 -0.12
N -3.12462 -0.60002 2.31160 0.09
H -5.70232 -0.63260 0.48655 0.10
H -1.43704 -2.64326 -1.48785 0.10
H -0.52543 -4.90981 -1.18559 0.10
H -1.48134 -6.41100 0.53185 0.09
H -3.28671 -5.59312 2.01382 0.09
H -4.16879 -3.29844 1.73877 0.09
H -3.32113 -0.05180 -2.85739 0.08
H -4.51239 -0.44893 -4.98588 0.10
H -6.32861 -2.12506 -5.09839 0.09
H -6.93222 -3.42650 -3.08194 0.09
H -5.70938 -3.06153 -0.96709 0.10
H -6.32890 0.28226 2.81023 0.10
H -5.33139 1.11225 4.92932 0.10
H -2.87797 0.82137 5.32956 0.10
H -1.52379 -0.32527 3.55681 0.06
O -1.62870 3.13794 -3.00357 -0.01
C -0.83069 2.18845 -2.91107 -0.69
O -1.10703 0.97925 -2.70353 -0.31
C 0.64991 2.51643 -3.07784 -0.08
C 1.14558 2.82030 -4.30681 0.04
C 2.51769 3.09685 -4.47586 -0.19
C 3.38421 3.05400 -3.40956 0.05
C 2.89534 2.77214 -2.14954 -0.08
C 1.49579 2.53569 -1.88486 -0.38
O 1.00215 2.36962 -0.75242 -0.35
N 3.87651 2.78813 -1.07676 -0.35
O 5.06354 2.80343 -1.38715 0.02
O 3.48715 2.80554 0.07479 0.07
N 3.03148 3.42428 -5.78160 -0.37
O 4.23595 3.60358 -5.91464 0.02
O 2.23451 3.50938 -6.70878 0.03
H 0.49197 2.85189 -5.16795 0.13
H 4.43689 3.25171 -3.54726 0.13
C 1.09757 5.33570 1.67056 -0.03
N 0.67203 5.47549 0.29466 -0.12
C 1.52747 5.69644 -0.76949 -0.07
C 0.81639 5.50357 -1.89683 -0.09
N -0.47308 5.18205 -1.51994 0.08
C -0.55991 5.14270 -0.16621 -0.82
S -1.93467 4.82409 0.76230 0.54
H 1.82219 6.11649 1.90385 0.09
H 1.55109 4.35355 1.81553 0.09
H 0.22174 5.43161 2.31018 0.05
H 2.56133 5.94393 -0.62041 0.12
H 1.11541 5.54445 -2.92689 0.12
H -1.09385 4.58424 -2.10303 0.11
S 2.42018 1.72008 4.83987 1.03
C 1.69103 1.01276 3.42144 -0.48
N 0.55566 1.48120 3.05938 0.07
C 0.16257 2.49236 3.92980 -0.32
C -1.02179 3.21645 3.81537 -0.05
C -1.29053 4.20074 4.74332 -0.09
C -0.39826 4.46732 5.78964 -0.11
C 0.77906 3.75567 5.91676 -0.11
C 1.05173 2.76585 4.97508 -0.50
H 2.18557 0.20238 2.91333 0.03
H -1.68549 3.02743 2.98475 0.07
H -2.19306 4.78726 4.64229 0.10
H -0.62810 5.24792 6.50316 0.09
H 1.47026 3.96409 6.72150 0.10

---

81
Properties=species:S:1:pos:R:3:lowdin_charge:R:1 method="wB97M-V/def2-TZVPD" homo_ha=-0.298 lumo_energy_ev=-0.22 e_above_lowest_kcal_mol=52.2 charge=0 total_energy_ha=-1969.39781 smiles="NC(N)=O.NC(N)=O.NC(N)=O.NC(N)=O.NC(N)=O.NC(N)=O.CCO.CO.CO.CO.CO" homo_lumo_gap_ev=7.90
N -3.08477 -0.15923 -2.57537 0.12
C -4.00277 -0.41723 -1.73137 -0.65
N -3.63777 -0.37123 -0.45437 0.13
O -5.25777 -0.74623 -2.17937 -0.10
H -3.39277 -0.53923 -3.46737 0.15
H -2.14477 -0.53323 -2.37237 0.10
H -4.36077 -0.75323 0.24663 0.18
H -2.66977 -0.07823 -0.10237 0.11
N -1.29477 -4.36323 -1.01837 0.14
C -1.50577 -3.13223 -1.00937 -0.60
N -2.64277 -2.94023 -0.37537 0.17
O -0.76777 -2.11223 -1.65737 -0.12
H -0.59777 -4.47623 -1.70737 0.15
H -1.95277 -5.09023 -0.73437 0.17
H -2.88177 -1.89423 -0.34337 0.07
H -2.89677 -3.52123 0.47663 0.16
N -0.60977 -4.58023 1.48363 0.14
C -0.07577 -3.48823 1.97663 -0.68
N 0.70823 -3.72023 2.97663 0.15
O -0.28277 -2.25923 1.54963 -0.05
H -1.01977 -4.45723 0.50463 0.04
H -0.58977 -5.45823 2.04463 0.14
H 1.43623 -2.90823 3.06363 0.13
H 0.85223 -4.59823 3.43763 0.11
N -3.19077 2.45577 -2.64537 0.17
C -2.71977 3.43677 -1.99537 -0.64
N -2.08677 3.07177 -0.86037 0.17
O -3.07077 4.72277 -2.23037 -0.13
H -3.59377 2.63877 -3.52837 0.12
H -2.98077 1.46977 -2.34637 0.06
H -1.65577 3.79077 -0.33037 0.08
H -1.91577 2.10577 -0.60837 0.06
N 3.44923 -0.85423 3.97163 0.16
C 2.68623 -0.87723 2.90363 -0.61
N 2.91623 -1.99723 2.21163 0.15
O 1.73323 -0.02423 2.67363 -0.04
H 3.32223 -0.18023 4.77263 0.16
H 4.18823 -1.48223 4.09563 0.08
H 2.44923 -2.06023 1.34563 0.04
H 3.74123 -2.57623 2.40463 0.14
N -0.77677 -0.45123 3.82663 0.17
C -1.65977 0.43077 4.14463 -0.66
N -1.56177 1.57677 3.59363 0.15
O -2.56177 0.23577 5.19663 -0.17
H -0.98577 -1.43623 4.05963 0.13
H -0.10577 -0.30923 3.04263 0.06
H -2.11377 2.44277 3.80563 0.16
H -0.66177 1.93677 3.23563 0.08
C 3.70823 2.94177 -3.04337 -0.07
C 3.02523 2.50777 -1.74137 -0.34
O 1.74923 3.01377 -1.76137 -0.10
H 3.88623 3.99077 -3.14737 0.06
H 3.23823 2.66777 -3.98837 0.08
H 4.74223 2.53377 -3.01237 0.08
H 3.51723 2.77077 -0.74337 0.13
H 2.98823 1.42077 -1.60537 0.09
H 1.79823 3.96177 -1.64737 0.09
C 0.92423 3.75477 1.71663 -0.12
O 0.85823 2.58477 2.51663 -0.14
H 1.83423 3.92177 1.10763 0.08
H 0.88423 4.59077 2.32863 0.05
H 0.14323 3.80777 0.91763 0.08
H 1.74323 2.40477 2.84463 0.09
C -0.04177 0.59577 -0.03437 -0.15
O -1.24777 0.59877 0.66163 -0.15
H 0.49723 1.60377 0.14263 0.09
H -0.06677 0.51377 -1.10937 0.06
H 0.50923 -0.21423 0.47763 0.06
H -1.00077 0.80777 1.56763 0.05
C 0.12723 0.95377 -4.09737 -0.20
O 1.20523 0.36777 -4.69937 -0.10
H -0.61077 1.36877 -4.80037 0.09
H 0.43723 1.73777 -3.42537 0.06
H -0.40377 0.24977 -3.49237 0.04
H 1.09823 -0.59223 -4.82837 0.10
C 2.77223 -1.49823 -1.05837 -0.08
O 1.87423 -2.40923 -0.35537 -0.21
H 2.72823 -1.93623 -2.06237 0.09
H 3.70823 -1.43123 -0.50937 0.09
H 2.25623 -0.61023 -1.16537 0.02
H 0.94523 -2.44823 -0.72437 0.05

---

21
Properties=species:S:1:pos:R:3:lowdin_charge:R:1 method="wB97M-V/def2-TZVPD" homo_ha=-0.083 lumo_energy_ev=3.44 e_above_lowest_kcal_mol=25.8 charge=-1 total_energy_ha=-383.02282 smiles=CC[C@H](N)CNC[O-] homo_lumo_gap_ev=5.69
C -1.12726 1.90292 2.55559 -0.13
C -1.17316 1.03582 1.33053 -0.26
C 0.13757 0.65404 0.67581 -0.41
N 0.98080 1.84637 0.32221 0.03
C -0.02736 -0.14236 -0.58443 -0.28
N 1.08932 -1.04061 -0.82984 -0.08
C 0.64953 -2.36195 -1.55000 -0.55
O -0.48142 -2.29051 -2.24010 -0.35
H -2.07239 2.41947 2.75798 0.06
H -0.29160 2.59244 2.61344 0.05
H -1.09972 1.29313 3.47434 0.07
H -1.75748 0.13098 1.56116 0.11
H -1.88172 1.45049 0.59146 0.11
H 0.78467 0.08553 1.34970 0.13
H 1.11510 2.47776 1.09426 0.03
H 0.47173 2.38467 -0.37620 0.06
H -0.22904 0.45892 -1.48328 0.11
H -0.95192 -0.72905 -0.56303 0.10
H 1.88034 -0.55403 -1.24370 0.06
H 1.55458 -2.54356 -2.18012 0.06
H 0.52732 -3.06247 -0.69819 0.06

---

13
Properties=species:S:1:pos:R:3:lowdin_charge:R:1 method="wB97M-V/def2-TZVPD" homo_ha=-0.315 lumo_energy_ev=-0.21 e_above_lowest_kcal_mol=63.3 charge=0 total_energy_ha=-1565.73163 homo_lumo_gap_ev=8.35
O -0.40934 1.42219 0.47202 -0.22
C 0.90310 0.91044 0.32713 -0.40
C 0.82609 -0.63240 0.16337 -1.12
Cl -0.16443 -1.27490 1.60507 0.60
Cl 2.50458 -0.96545 -0.00307 0.73
C -0.04083 -1.10193 -0.93749 -0.30
N -1.38641 -1.23047 -0.89114 -0.44
S -2.63960 -0.70846 0.10784 0.62
H -0.40336 2.10985 -0.47612 0.24
H 1.46441 1.17380 -0.64690 0.13
H 1.33556 1.24718 1.20734 0.09
H 0.31085 -1.44720 -1.91930 0.11
H -2.30063 0.49735 0.99125 -0.05